(w)
120
Properties=species:S:1:pos:R:3 method="wB97M-V/def2-TZVPD" homo_energy_ha=-0.3799 molar_mass_g_mol=720.60
O 0.887 -5.727 3.023
O -2.518 -2.843 2.341
O -0.021 -3.437 -5.883
O 5.444 1.139 0.522
O 2.486 4.299 -0.810
O -3.895 1.147 -4.439
O 0.171 -0.854 -1.532
O 4.818 -1.730 0.444
O -1.394 -0.621 -3.358
O 1.225 1.368 4.905
O -0.596 0.900 0.998
O 0.978 2.527 -3.730
O -3.195 1.436 0.832
O -3.580 -3.939 -0.860
O -1.185 3.585 2.160
O -1.676 2.949 -2.286
O 2.679 -3.188 5.294
O -2.293 -0.975 3.754
O -5.307 -1.777 -3.308
O -3.406 0.405 -1.996
O -3.716 5.406 -2.366
O -0.632 -4.043 5.375
O 0.080 -1.597 4.595
O 0.718 2.303 -1.015
O 1.666 -2.472 0.730
O 2.584 3.681 4.566
O 2.682 0.961 -2.940
O 5.022 1.239 -3.903
O -0.118 4.703 -4.403
O 3.503 -0.992 -4.984
O 3.501 -1.233 -1.671
O 4.127 0.030 3.446
O -5.860 0.638 -0.875
O -2.668 3.997 -0.071
O 4.239 3.944 1.098
O -5.357 -0.898 1.301
O -1.895 -1.678 0.000
O 2.052 -5.098 0.881
O 1.739 1.803 1.662
O -1.608 -5.374 2.529
H 3.132 4.327 -0.061
H -0.677 -1.048 -1.180
H -1.678 2.076 -2.705
H -0.661 1.039 0.105
H 2.940 3.867 -1.475
H 0.812 2.446 -0.089
H 0.022 -0.832 3.958
H -1.746 -0.414 -4.237
H 1.674 3.621 4.245
H 3.214 -0.399 -1.141
H -3.599 5.101 -1.467
H -0.975 1.407 1.578
H 1.881 -3.418 5.788
H 4.850 0.555 0.012
H 1.399 2.911 -2.830
H 0.641 -1.654 -1.189
H -3.357 2.288 1.351
H -4.226 -3.143 -0.821
H 2.147 -2.087 1.548
H -3.039 4.763 -2.935
H 1.529 0.591 5.322
H 0.322 -5.719 2.329
H 1.472 -4.915 2.978
H 5.040 4.038 1.528
H -2.263 -1.635 0.878
H -4.804 1.401 -4.393
H 2.639 -2.723 4.567
H -2.433 0.068 -2.262
H -2.433 3.425 -0.836
H -2.171 -2.630 3.212
H -0.898 -4.649 4.692
H -2.400 -5.400 3.130
H -1.680 -4.641 2.054
H -1.268 3.555 -3.026
H -5.497 0.285 0.006
H -3.663 0.829 -3.538
H 4.248 3.007 0.857
H 0.311 -4.075 -5.288
H 1.639 -3.360 0.899
H -1.845 -3.163 1.830
H 3.714 -1.174 -4.000
H 3.102 3.970 3.872
H -3.683 3.889 -0.023
H -4.058 1.414 0.435
H 0.647 -2.695 -5.785
H -3.397 0.955 -1.209
H -5.064 -1.348 -4.031
H 2.543 -1.539 -1.599
H 6.333 0.659 0.372
H -6.021 -1.591 0.923
H 1.758 2.076 5.263
H -5.697 -0.173 -1.644
H -5.203 -2.707 -3.233
H 0.531 3.308 -4.116
H 2.129 -6.098 1.007
H 3.030 -0.078 -4.824
H 0.431 4.471 -5.246
H 5.101 -2.023 -0.363
H 2.180 1.120 -2.093
H 2.390 1.439 -3.803
H 0.914 2.060 1.574
H -2.553 -1.047 -0.446
H -0.509 -0.359 -3.550
H -4.524 -1.325 1.506
H -0.507 3.888 2.800
H -1.760 -0.278 3.968
H 4.263 1.213 -3.219
H -0.147 -2.072 3.757
H 5.485 -1.863 1.095
H -2.830 -3.553 -0.454
H 0.395 -4.137 5.187
H 4.941 0.182 3.051
H -0.769 3.791 1.278
H 0.203 5.606 -4.012
H 5.222 0.251 -3.907
H 2.257 -4.825 0.062
H 0.284 1.324 -1.125
H 2.403 2.362 1.702
H 3.460 0.500 3.111
H -3.041 -1.160 4.128


(x)
120
Properties=species:S:1:pos:R:3 method="wB97M-V/def2-TZVPD" homo_energy_ha=-0.3699 molar_mass_g_mol=720.60
O -0.514 -1.320 -5.706
O 0.397 -4.664 -1.094
O 2.952 -0.502 3.679
O 0.127 -2.907 1.484
O -4.700 -3.637 1.057
O 2.901 -2.735 4.908
O -0.500 -3.701 -3.991
O -2.517 2.056 4.782
O 4.656 -0.938 -3.210
O -2.104 2.511 2.125
O 0.695 -1.551 -2.880
O -1.097 -1.772 3.857
O -3.789 -0.036 2.965
O 4.535 -1.275 0.240
O -5.451 1.193 0.117
O -0.849 -5.627 0.772
O -0.074 -0.863 0.230
O 1.645 1.163 0.501
O -1.901 -0.941 6.147
O -2.768 0.758 -0.729
O 2.588 -3.242 1.393
O -2.692 -4.484 -1.680
O 1.585 3.565 -1.161
O 2.195 2.095 -3.717
O 2.560 -5.959 -0.452
O -0.785 4.010 3.659
O -6.286 -1.541 -0.629
O -4.255 2.652 -3.051
O -4.072 4.173 -0.241
O 4.152 5.224 -0.088
O 2.793 0.252 -5.373
O -2.243 -0.838 -3.336
O 1.837 2.292 3.112
O 0.962 6.028 -2.252
O 3.514 -3.525 -1.542
O -0.077 1.104 -1.521
O -2.981 5.297 2.393
O 2.765 4.608 2.109
O -0.851 1.781 -3.996
O 5.375 2.577 -0.351
H 1.919 -2.681 0.954
H 3.411 4.627 2.825
H -1.103 -0.398 5.964
H -0.207 4.793 3.705
H -2.618 6.138 2.114
H -0.249 -0.444 -5.404
H -3.691 5.163 1.743
H -4.263 -2.791 0.959
H 2.034 -3.127 5.103
H 1.214 -1.587 -2.060
H 1.936 1.190 -0.425
H 3.432 -0.707 2.864
H 4.590 -1.852 -0.559
H 2.937 -3.155 4.019
H 3.165 -1.240 4.316
H 2.324 -0.156 -4.640
H 3.157 -3.357 0.626
H 0.460 0.477 -0.932
H -2.129 2.180 3.036
H 2.011 2.148 -2.777
H -3.175 3.857 -0.411
H -0.968 -3.395 -4.777
H -0.118 -5.968 0.236
H -2.556 0.998 0.173
H 0.023 -1.454 -6.503
H 1.319 -4.951 -1.266
H 0.680 -1.105 0.773
H -0.139 1.738 -3.320
H -2.880 2.048 1.776
H -2.923 -0.421 -3.888
H -5.262 1.267 1.073
H 4.837 -0.437 -0.152
H -4.108 -0.232 3.856
H 1.847 2.901 -4.118
H 1.452 2.970 -0.428
H 4.215 -1.363 -3.965
H -1.058 -3.462 -3.258
H 2.697 2.013 3.449
H -5.607 0.231 0.141
H -1.301 4.235 2.878
H -1.256 2.642 -4.116
H -0.198 -1.359 -2.558
H -0.144 -1.673 3.929
H -6.038 -2.034 0.178
H -0.422 -3.291 2.114
H 4.658 4.586 0.433
H 5.751 2.218 -1.157
H -1.741 -4.405 -1.520
H 3.186 -5.570 -1.063
H 2.317 1.684 0.972
H -6.029 -2.188 -1.291
H -4.254 1.759 -3.416
H -2.192 0.130 -1.175
H 0.462 -3.715 -1.293
H 4.902 3.352 -0.704
H -3.977 -4.210 0.765
H -1.419 -2.469 4.401
H 1.113 1.973 3.555
H -2.940 -0.495 2.912
H 1.208 6.562 -1.484
H 4.183 -3.372 -0.891
H -3.427 1.853 4.992
H -3.012 -4.794 -0.835
H -0.406 -0.050 0.635
H -2.264 -1.628 -3.928
H 3.419 5.359 0.532
H 3.657 -4.025 -2.344
H 5.554 -1.197 -3.421
H -1.020 -6.338 1.389
H -2.238 -0.410 5.386
H 0.832 4.178 -1.304
H -3.822 2.521 -2.196
H -2.213 2.946 5.004
H 2.157 3.864 2.279
H -0.693 1.590 -0.970
H 0.200 -3.759 0.973
H 2.728 -6.251 0.417
H 1.792 5.537 -2.360
H 3.085 1.117 -5.128
H -4.530 3.383 0.063


(y)
120
Properties=species:S:1:pos:R:3 method="wB97M-V/def2-TZVPD" homo_energy_ha=-0.3804 molar_mass_g_mol=720.60
O -5.766 1.804 2.387
O -1.945 0.736 1.499
O -4.822 -3.484 3.139
O 4.780 -2.511 1.488
O 2.725 1.039 -0.084
O -1.604 -3.606 -2.031
O 1.299 -0.787 -1.754
O 2.392 5.764 -0.468
O 1.603 4.017 2.087
O 0.791 2.574 -0.950
O 3.567 -2.770 -1.040
O -4.959 -0.957 2.141
O -0.336 6.123 -1.458
O -1.700 3.370 -1.367
O 2.578 -5.188 -2.908
O 3.896 2.165 4.809
O -3.926 -5.018 -0.061
O -2.981 -2.420 0.933
O 0.823 -2.122 4.446
O 1.522 -1.830 -4.753
O 0.777 -5.225 -1.437
O -5.221 2.073 -1.523
O -3.191 -1.522 -2.623
O 3.634 2.816 1.597
O 4.365 1.676 -2.679
O -0.584 5.357 3.909
O 3.423 -0.068 -4.409
O -1.513 0.625 -1.088
O 3.584 -1.930 4.208
O 0.708 0.998 1.829
O -1.526 1.907 -4.119
O -0.393 -3.271 2.496
O -1.674 -5.418 1.693
O -4.192 3.136 0.939
O 1.562 -4.070 0.988
O -2.949 5.640 0.510
O 2.415 2.515 -4.680
O 5.162 -0.648 -0.531
O -0.049 0.856 4.435
O -2.966 -2.045 -5.656
H 2.106 0.368 0.220
H 4.300 -2.024 0.650
H -2.098 -6.072 2.207
H 1.289 -5.562 -0.768
H 3.592 -2.879 4.313
H 2.880 1.551 0.734
H 2.995 1.977 4.615
H -3.329 -1.807 -4.676
H -3.249 -1.726 1.701
H 2.652 1.689 -4.568
H -5.499 -3.096 2.502
H -4.254 -0.516 1.665
H 4.400 0.074 -4.638
H 1.488 1.991 -0.716
H -5.301 -0.165 2.352
H 1.568 4.628 2.942
H 1.256 -2.770 -4.711
H 1.719 -2.026 4.127
H -3.553 -3.132 1.069
H -0.094 1.697 4.873
H -5.573 1.836 -0.624
H 0.976 -5.775 -2.167
H -0.769 0.292 4.927
H 4.501 -2.551 -0.926
H -4.051 -3.628 2.712
H -2.496 -2.870 -5.615
H 0.746 -3.037 4.805
H -0.703 -3.596 -2.134
H 3.415 -2.180 -1.719
H 1.135 -3.762 1.865
H 3.853 0.926 -2.380
H 4.130 2.088 -1.764
H -1.679 2.946 -2.231
H -1.302 -3.669 2.453
H 4.451 0.001 -0.324
H -0.545 5.618 -2.231
H -4.062 -4.736 0.757
H 3.130 6.168 -1.001
H 2.864 2.700 2.189
H -1.942 -4.517 -2.023
H -1.462 5.673 3.616
H -2.733 5.277 -0.348
H 2.096 5.147 -0.952
H -3.803 5.335 0.767
H -0.720 -5.608 1.711
H -5.034 2.045 2.997
H -2.901 -0.822 -1.979
H -5.683 2.251 1.572
H 5.341 -3.315 1.049
H -1.912 0.950 -1.884
H -3.429 -2.340 -2.291
H 1.817 -3.245 0.599
H 1.183 -1.346 -2.554
H 2.598 -4.605 -3.661
H 5.743 -0.328 0.251
H -0.687 2.369 -4.589
H 2.090 4.537 1.386
H 3.199 -0.238 -5.366
H 4.400 1.566 4.136
H 0.423 3.317 -0.552
H -3.851 3.374 1.820
H -1.882 0.693 0.516
H -0.587 0.912 -1.357
H 1.140 0.148 2.196
H 0.651 1.770 2.589
H 2.627 2.929 -3.802
H -1.180 0.967 2.080
H 2.857 -4.445 -2.245
H -0.113 5.548 3.036
H -1.230 0.977 -4.261
H 1.009 -1.331 -0.834
H 4.047 -1.925 3.326
H -1.674 2.635 -0.696
H 3.554 3.618 0.961
H -0.390 5.442 -0.731
H -3.116 -5.523 -0.075
H -0.474 -2.928 1.499
H 2.513 -1.824 -4.628
H -3.528 3.317 0.259
H -4.325 2.159 -1.332


(z)
120
Properties=species:S:1:pos:R:3 method="wB97M-V/def2-TZVPD" homo_energy_ha=-0.3820 molar_mass_g_mol=720.60
O -4.216 -1.232 2.778
O -1.847 0.128 4.881
O 2.991 -1.666 3.094
O -4.005 -0.272 -0.098
O -2.532 -3.083 2.238
O -4.110 1.330 -4.277
O 0.690 3.875 3.867
O -1.151 -0.464 2.357
O -3.165 5.283 0.977
O -0.620 2.604 -1.963
O 4.376 1.006 -1.948
O 4.884 0.142 3.723
O 1.744 0.004 -1.324
O 0.473 0.407 -5.139
O 2.820 2.442 5.022
O -1.349 -0.333 -1.080
O 1.060 2.802 -4.018
O 1.181 -1.665 -6.373
O -4.256 -2.722 -1.789
O -2.781 1.826 0.921
O 6.054 -0.965 1.285
O -1.778 3.835 2.766
O 0.131 2.646 0.574
O 2.477 -0.514 -3.816
O 0.176 -2.104 3.630
O 1.653 -0.122 1.336
O 0.621 0.357 6.249
O -5.809 2.266 0.680
O 3.855 1.276 0.694
O -2.102 -4.882 0.244
O -0.883 -1.604 -3.608
O 3.262 -3.039 -0.974
O -0.860 -3.559 -1.653
O 2.025 4.144 1.511
O 3.493 -4.468 3.028
O 0.321 -2.745 0.639
O -5.261 3.089 -1.890
O 1.560 -3.478 -3.135
O -3.212 -1.716 -4.366
O 4.099 1.110 -4.655
H -4.526 2.054 -3.771
H -0.863 -1.131 -0.922
H 1.037 -0.166 5.577
H 2.685 -4.386 2.556
H 2.588 0.380 -4.255
H -1.122 -0.577 1.386
H 3.992 1.007 1.629
H 0.319 2.290 -4.400
H -4.781 3.697 -1.334
H -3.227 2.640 1.077
H 3.129 -2.399 -1.654
H 1.246 4.617 4.136
H 4.448 0.224 -4.872
H 1.821 0.806 -1.821
H -1.274 -2.535 -3.319
H -3.233 1.299 -3.861
H -4.069 -2.100 -4.263
H 4.176 -3.813 3.073
H -3.827 -0.621 -0.981
H 1.996 -0.624 -2.032
H 1.217 -0.175 2.242
H 1.164 -2.800 -3.672
H 2.107 -1.375 2.663
H -2.529 5.066 1.657
H 0.097 2.886 -2.570
H 5.344 -1.632 1.235
H 2.225 2.800 4.346
H -0.971 3.643 2.283
H -2.704 -4.601 -0.479
H 6.124 -1.024 2.271
H 0.069 1.072 -5.701
H -0.730 0.397 -1.071
H -3.292 -2.823 -1.805
H -1.836 1.726 1.034
H -0.646 -2.107 4.120
H 4.176 1.079 -3.692
H -0.135 4.133 4.286
H 1.957 -1.301 -5.988
H -2.650 5.920 0.403
H -4.828 -0.552 3.085
H -1.232 -4.774 -0.184
H 2.956 0.883 0.667
H 0.285 -1.316 -6.367
H 1.767 -4.324 -3.658
H -1.069 3.459 -1.911
H 1.780 2.164 -4.049
H 0.867 1.265 6.127
H -4.537 -3.256 -2.557
H -5.276 2.858 1.242
H -0.264 -2.561 2.878
H 0.793 0.000 0.871
H -6.113 2.953 -1.464
H -2.486 -3.963 1.826
H -1.574 0.062 5.801
H -0.263 0.010 -4.663
H 4.640 1.339 -1.043
H -3.936 -1.077 1.842
H -1.567 -1.017 -3.266
H -0.264 -4.307 -1.646
H 0.049 2.121 -0.232
H 2.061 4.147 2.475
H -1.351 0.870 4.522
H 3.345 -3.985 -1.356
H 0.914 3.291 0.341
H 4.736 0.826 3.076
H 4.135 -0.525 3.602
H 4.753 0.112 -1.942
H 1.230 -2.717 0.287
H -2.310 3.051 2.664
H -3.014 0.063 0.048
H 2.510 -2.416 3.515
H 0.176 -3.545 1.131
H -3.497 -3.049 2.317
H -3.346 -0.741 -4.397
H 1.928 -1.075 -4.347
H -0.231 -2.959 -1.260
H -1.927 -0.857 2.731
H -5.216 1.550 0.383
H 2.306 4.989 1.120
H 3.291 1.748 4.532


Out of the structures above, which one is the least stable? Solution: (w).